Formula: C38H79N8O10
Source: OMol25
Level of theory: ωB97M-V with the def2-TZVPD basis set

Last column: Mulliken charge in e.
Atoms and positions in Å:
C -2.639 -5.869 1.812  -0.691
C -3.466 -4.433 1.588  -0.341
O -2.624 -3.403 0.961  -0.046
C -2.829 -2.072 1.551  -0.355
C -3.210 -0.921 0.399  -0.526
O -2.117 -0.967 -0.585  0.110
C -1.746 0.415 -1.037  -0.479
C -1.965 0.371 -2.660  -1.113
C -0.995 -0.679 -3.465  0.877
C -1.669 -2.189 -3.669  -0.374
C -0.504 -3.375 -3.852  -0.441
N -0.025 -3.742 -2.441  0.591
C -0.442 -4.939 -1.564  -1.005
C 0.301 -4.906 -0.093  0.029
C 1.287 -3.579 -0.073  -0.147
C 0.976 -3.007 -1.578  0.189
C -0.176 0.565 -0.599  0.137
C 0.696 1.659 -1.449  -0.488
O 2.135 1.302 -1.223  -0.298
C 2.853 1.180 -2.499  -0.216
C 4.162 0.179 -2.211  -0.868
H -1.968 -5.801 2.789  0.203
H -3.485 -6.667 2.070  0.353
H -2.042 -6.206 0.863  0.042
H -3.893 -4.156 2.642  0.278
H -4.325 -4.710 0.806  0.176
H -1.764 -1.731 1.968  0.103
H -3.680 -2.006 2.351  0.331
H -3.398 0.140 0.856  0.234
H -4.187 -1.354 -0.131  0.164
H -3.105 0.194 -2.909  0.316
H -1.703 1.452 -3.070  0.269
H -0.887 -0.247 -4.573  0.205
H 0.103 -0.745 -3.048  -0.748
H -2.290 -2.216 -4.683  0.358
H -2.361 -2.477 -2.769  0.056
H -1.040 -4.356 -4.262  0.318
H 0.374 -3.029 -4.553  -0.089
H -1.184 -5.802 -1.842  0.208
H 0.221 -5.639 0.818  0.082
H 1.993 -3.171 0.789  0.154
H 1.543 -2.012 -1.915  -0.319
H 0.352 -0.479 -0.582  -0.186
H -0.180 0.946 0.532  0.076
H 0.554 2.729 -0.996  -0.015
H 0.491 1.685 -2.600  0.364
H 3.297 2.245 -2.792  0.322
H 2.257 0.665 -3.364  0.155
H 4.462 -0.385 -3.218  0.252
H 3.773 -0.683 -1.489  0.162
H 5.081 0.748 -1.760  0.294
C 3.217 -7.658 3.502  -1.357
C 2.363 -6.532 2.985  0.805
O 1.143 -6.630 2.882  -0.651
N 2.987 -5.377 2.625  0.016
C 4.402 -5.083 2.677  -0.882
H 2.587 -8.517 3.751  0.296
H 3.933 -7.965 2.735  0.346
H 3.742 -7.341 4.408  0.389
H 2.357 -4.659 2.285  0.116
H 4.546 -4.215 3.327  0.341
H 4.736 -4.835 1.666  0.219
H 4.989 -5.919 3.056  0.361
C -1.663 2.906 1.923  -0.842
C -2.955 3.617 2.222  0.458
O -3.924 3.038 2.707  -0.729
N -3.028 4.946 1.938  0.080
C -1.998 5.788 1.369  -0.781
H -1.747 1.851 2.200  0.266
H -1.444 2.966 0.853  0.151
H -0.850 3.352 2.502  0.523
H -3.924 5.366 2.162  0.150
H -1.790 6.596 2.076  0.234
H -2.381 6.213 0.437  0.242
H -1.078 5.241 1.166  0.315
C -2.743 5.675 6.366  -1.181
C -1.572 6.572 6.065  0.797
O -0.434 6.134 5.918  -0.669
N -1.808 7.908 5.955  -0.170
C -3.072 8.597 6.095  -0.823
H -2.408 4.635 6.425  0.271
H -3.185 5.951 7.327  0.397
H -3.487 5.754 5.569  0.282
H -0.980 8.456 5.752  0.225
H -3.276 9.127 5.161  0.276
H -2.976 9.323 6.908  0.288
H -3.896 7.919 6.313  0.312
C 5.365 -6.153 -2.299  -1.282
C 4.714 -6.787 -1.100  0.846
O 5.355 -7.121 -0.107  -0.689
N 3.368 -6.987 -1.141  0.002
C 2.458 -6.661 -2.217  -0.481
H 6.441 -6.054 -2.128  0.331
H 5.212 -6.781 -3.181  0.375
H 4.949 -5.156 -2.466  0.267
H 2.991 -7.417 -0.304  0.172
H 1.705 -5.969 -1.829  0.167
H 1.967 -7.584 -2.539  0.309
H 2.962 -6.205 -3.068  0.219
C -6.865 7.499 -0.151  -1.367
C -6.374 7.195 1.239  0.826
O -5.180 7.054 1.494  -0.664
N -7.301 7.078 2.228  -0.132
C -8.737 7.212 2.115  -0.884
H -6.017 7.565 -0.838  0.267
H -7.528 6.700 -0.494  0.388
H -7.391 8.458 -0.158  0.386
H -6.906 6.873 3.139  0.220
H -9.057 8.020 2.778  0.292
H -9.193 6.274 2.444  0.294
H -9.057 7.431 1.097  0.328
C 3.170 -3.537 -7.934  -1.388
C 3.343 -3.280 -6.461  0.926
O 3.654 -4.171 -5.674  -0.632
N 3.143 -2.012 -6.010  -0.014
C 2.776 -0.846 -6.784  -0.884
H 3.361 -4.592 -8.152  0.297
H 2.146 -3.301 -8.235  0.366
H 3.882 -2.933 -8.503  0.371
H 3.275 -1.905 -5.011  0.065
H 3.558 -0.092 -6.655  0.288
H 1.833 -0.458 -6.389  0.233
H 2.660 -1.067 -7.844  0.389
C 4.143 3.485 -0.061  -0.905
C 3.227 4.242 0.861  0.620
O 2.116 4.629 0.507  -0.631
N 3.666 4.495 2.125  -0.134
C 4.933 4.121 2.712  -0.863
H 3.664 3.355 -1.036  -0.050
H 5.072 4.045 -0.205  0.527
H 4.356 2.496 0.354  0.359
H 3.002 5.008 2.695  0.238
H 4.732 3.496 3.587  0.279
H 5.443 5.034 3.032  0.287
H 5.571 3.575 2.018  0.328

Properties
* F_max: 7.26 eV/Å
* Kohn-Sham gap: 3.63 eV
* LUMO: 1.9202 eV
* HOMO: -1.71 eV
* total charge: -1

=====

Formula: C38H82CsF15O26P5
Source: OMol25
Level of theory: ωB97M-V with the def2-TZVPD basis set

Last column: Mulliken charge in e.
Atoms and positions in Å:
Cs -2.843 -1.442 2.598  0.540
P 0.439 0.397 0.667  1.582
F -0.481 0.944 1.827  -0.343
F 1.590 0.250 1.767  -0.471
F -0.153 -1.133 1.057  -0.398
F 1.407 -0.337 -0.425  -0.357
F -0.823 0.546 -0.385  -0.536
F 0.852 1.915 0.260  -0.203
P -6.033 -4.218 1.909  1.429
F -6.227 -5.461 0.873  -0.394
F -5.239 -5.162 3.029  -0.387
F -4.584 -3.892 1.234  -0.394
F -5.710 -2.956 2.960  -0.342
F -6.915 -3.260 1.011  -0.386
F -7.416 -4.624 2.682  -0.431
C 4.200 0.914 -0.488  -1.246
C 3.419 1.580 -1.615  0.854
O 4.268 1.749 -2.830  0.161
C 5.213 2.675 -2.764  0.312
O 5.355 3.422 -1.803  -0.523
C 6.159 2.729 -3.977  0.644
F 7.414 2.413 -3.666  -0.280
F 5.729 2.041 -4.999  -0.140
F 6.213 4.021 -4.325  -0.301
H 4.551 -0.115 -0.650  0.221
H 3.412 0.754 0.269  0.136
H 5.059 1.430 -0.093  0.512
H 3.104 2.634 -1.354  -0.236
H 2.541 1.032 -1.853  -0.148
C 6.662 -3.200 -3.859  -1.173
C 5.260 -3.704 -4.171  -0.363
O 4.243 -2.796 -3.880  -0.200
C 3.997 -1.857 -4.850  0.487
O 4.668 -1.611 -5.785  -0.601
O 2.895 -1.159 -4.596  -0.080
C 1.941 -1.627 -3.662  -0.375
H 6.746 -2.814 -2.824  0.275
H 6.859 -2.344 -4.462  0.325
H 7.314 -4.088 -3.941  0.383
H 5.110 -4.614 -3.562  0.380
H 5.276 -4.087 -5.222  0.317
H 2.285 -1.181 -2.688  0.071
H 1.805 -2.694 -3.617  0.490
H 1.039 -1.068 -4.038  0.024
C -1.886 -6.271 3.062  -1.016
C -1.333 -5.380 4.126  0.298
O -2.288 -4.307 4.262  0.216
C -3.318 -4.651 5.097  0.289
O -3.442 -5.664 5.710  -0.608
O -4.074 -3.538 5.246  0.066
C -5.463 -3.774 5.718  -0.810
H -2.731 -6.802 3.485  0.373
H -1.141 -6.934 2.598  0.375
H -2.260 -5.653 2.210  0.075
H -0.458 -4.773 3.802  -0.328
H -1.094 -5.840 5.101  0.299
H -6.087 -2.923 5.413  0.120
H -5.539 -3.968 6.828  0.296
H -5.894 -4.678 5.188  0.308
C -6.509 0.075 3.956  -0.699
C -6.752 0.016 2.460  -0.490
O -5.513 -0.219 1.814  -0.165
C -5.637 -0.463 0.470  0.535
O -6.641 -0.409 -0.168  -0.591
O -4.424 -0.774 0.032  -0.053
C -4.297 -1.226 -1.374  -0.721
H -7.450 0.278 4.520  0.362
H -5.676 0.715 4.040  0.325
H -6.276 -0.937 4.231  -0.141
H -7.193 0.899 2.064  0.513
H -7.388 -0.813 2.254  0.321
H -3.605 -2.062 -1.395  0.221
H -3.878 -0.388 -1.973  0.210
H -5.315 -1.451 -1.693  0.407
C -0.944 -7.507 -0.406  -1.145
C 0.412 -6.865 -0.767  -0.169
O 0.960 -6.055 0.290  -0.240
C 1.782 -5.122 -0.117  0.746
O 2.083 -4.781 -1.217  -0.556
O 2.108 -4.444 1.000  -0.334
C 2.771 -3.180 0.832  -0.850
H -1.195 -8.124 -1.332  0.368
H -1.684 -6.766 -0.303  0.303
H -0.995 -8.201 0.494  0.262
H 0.306 -6.200 -1.719  0.259
H 1.092 -7.655 -1.010  0.312
H 3.243 -2.933 1.800  0.185
H 1.992 -2.430 0.600  0.315
H 3.410 -3.236 -0.038  0.513
C -1.858 2.892 -2.846  -1.661
C -0.470 2.318 -2.811  0.596
O 0.277 2.383 -4.060  0.648
P -0.223 1.450 -5.202  -0.301
O -1.186 0.405 -4.755  -0.883
O -0.778 2.595 -6.156  -0.052
C -1.688 2.374 -7.260  -0.305
C -1.504 3.507 -8.313  -1.091
O 1.082 0.923 -5.825  0.008
C 2.094 1.779 -6.429  0.542
C 2.412 1.180 -7.795  -1.435
H -2.412 2.371 -3.629  0.448
H -2.311 2.634 -1.863  0.343
H -1.874 3.963 -3.060  0.220
H 0.134 2.896 -2.100  -0.111
H -0.489 1.273 -2.493  0.458
H -1.487 1.422 -7.754  0.353
H -2.782 2.477 -6.944  0.253
H -2.376 3.448 -9.010  0.358
H -1.551 4.481 -7.836  0.288
H -0.558 3.201 -8.828  0.220
H 1.843 2.861 -6.410  0.228
H 2.976 1.716 -5.741  -0.156
H 2.588 0.095 -7.748  0.278
H 1.605 1.406 -8.513  0.287
H 3.306 1.635 -8.182  0.450
C -0.977 5.167 0.969  -1.398
C 0.061 5.127 -0.105  0.605
O 0.938 6.285 -0.032  -0.424
P 2.230 6.358 -1.001  0.715
O 3.427 5.750 -0.486  -0.641
O 1.613 5.712 -2.390  -0.112
C 2.540 5.226 -3.418  0.541
C 2.006 5.729 -4.737  -1.346
O 2.411 7.875 -1.367  -0.277
C 3.061 8.693 -0.238  -0.216
C 2.988 10.131 -0.772  -1.171
H -1.656 5.966 0.731  0.418
H -1.449 4.169 0.969  0.305
H -0.450 5.277 1.950  0.310
H 0.702 4.306 0.147  -0.053
H -0.264 5.012 -1.135  0.168
H 3.560 5.554 -3.235  0.570
H 2.562 4.134 -3.322  -0.447
H 1.111 5.196 -4.978  0.281
H 1.845 6.789 -4.557  0.420
H 2.717 5.645 -5.631  0.263
H 2.349 8.551 0.558  0.273
H 4.081 8.367 0.004  0.315
H 3.546 10.245 -1.696  0.297
H 1.895 10.372 -0.901  0.272
H 3.427 10.828 -0.057  0.389
C 1.082 2.026 6.190  -1.010
C -0.340 1.747 6.625  -0.153
O -0.545 0.558 7.456  -0.473
P -0.708 -0.764 6.626  0.941
O -1.643 -0.554 5.479  -0.198
O 0.741 -1.159 6.174  -0.305
C 0.932 -2.455 5.517  -0.122
C 1.213 -2.434 4.018  -1.089
O -1.153 -1.818 7.727  -0.367
C -2.544 -1.900 8.052  0.132
C -2.702 -2.740 9.326  -1.416
H 1.125 2.812 5.467  0.386
H 1.727 2.356 6.986  0.293
H 1.512 1.114 5.762  0.191
H -0.719 2.573 7.223  0.349
H -0.892 1.642 5.683  0.142
H 1.714 -3.031 6.071  0.271
H 0.010 -3.083 5.646  0.009
H 1.260 -3.487 3.747  0.321
H 0.508 -1.896 3.443  0.108
H 2.215 -2.180 3.797  0.630
H -2.849 -0.853 8.221  0.325
H -3.082 -2.204 7.169  0.137
H -2.313 -3.735 9.068  0.312
H -2.232 -2.379 10.235  0.373
H -3.742 -2.894 9.642  0.382

Properties
* F_max: 3.25 eV/Å
* Kohn-Sham gap: 10.33 eV
* LUMO: 1.7746 eV
* HOMO: -8.56 eV
* total charge: -1

=====

Formula: C38H84N3OPSi
Source: OMol25
Level of theory: ωB97M-V with the def2-TZVPD basis set

Last column: Mulliken charge in e.
Atoms and positions in Å:
C -1.450 -5.032 0.511  -0.483
O -2.864 -5.250 0.329  -0.265
C -3.070 -6.663 0.270  -0.604
C -4.462 -7.086 -0.341  -0.612
C -5.076 -6.055 -1.366  -0.939
P -3.871 -5.419 -2.703  0.465
C -2.687 -4.631 -3.996  -1.182
C -1.624 -3.689 -3.280  -0.260
C -2.145 -2.236 -2.979  -0.452
C -1.272 -1.555 -1.820  -1.114
C -0.389 -0.360 -2.357  -0.037
C -1.280 0.941 -2.491  -0.910
C -1.085 1.995 -1.330  -0.275
C -0.271 3.281 -1.783  -0.700
Si -1.286 4.595 -2.713  0.360
C -2.900 3.939 -3.505  -0.985
C -0.253 5.325 -4.160  -1.168
C -1.820 6.071 -1.597  0.406
C -1.511 7.448 -2.013  -0.424
C -1.974 8.541 -1.155  -0.462
C -2.730 8.251 0.075  -0.494
C -3.017 6.870 0.493  -0.520
C -2.559 5.753 -0.361  -0.175
H -1.170 -3.958 0.324  0.022
H -0.815 -5.650 -0.179  0.314
H -1.205 -5.350 1.566  0.315
H -2.269 -7.225 -0.293  0.378
H -3.022 -7.054 1.334  0.398
H -4.353 -8.109 -0.780  0.256
H -5.186 -7.150 0.525  0.323
H -5.903 -6.607 -1.912  0.416
H -5.570 -5.165 -0.893  0.385
H -2.895 -6.430 -2.427  -0.072
H -3.850 -4.146 -2.014  -0.128
H -4.795 -5.707 -3.782  -0.038
H -2.113 -5.396 -4.587  0.413
H -3.284 -3.991 -4.709  0.436
H -1.263 -4.247 -2.370  0.109
H -0.742 -3.584 -3.978  0.082
H -2.072 -1.581 -3.895  0.439
H -3.231 -2.221 -2.672  0.395
H -0.620 -2.381 -1.405  0.346
H -1.900 -1.201 -0.959  0.333
H -0.086 -0.651 -3.405  -0.206
H 0.508 -0.137 -1.725  0.540
H -2.365 0.625 -2.471  0.421
H -1.114 1.425 -3.499  0.374
H -2.085 2.358 -0.947  0.006
H -0.551 1.479 -0.477  0.442
H 0.283 3.669 -0.884  0.373
H 0.524 2.918 -2.507  0.361
H -3.058 4.519 -4.452  0.316
H -3.753 4.217 -2.816  0.311
H -2.935 2.831 -3.648  0.300
H -0.922 6.064 -4.690  0.280
H 0.687 5.834 -3.826  0.310
H 0.011 4.509 -4.893  0.272
H -0.952 7.631 -2.955  0.238
H -1.762 9.579 -1.495  0.336
H -3.094 9.106 0.700  0.316
H -3.600 6.654 1.416  0.360
H -2.766 4.695 -0.079  0.310
C -1.493 0.865 5.351  -1.535
C -0.892 2.033 4.580  -0.333
N -1.358 2.124 3.205  0.353
C -0.578 3.049 2.393  0.335
C -0.611 4.531 2.768  -1.092
C -2.800 2.194 3.018  -0.491
C -3.555 3.336 3.703  -0.812
H -1.327 -0.080 4.830  0.262
H -1.024 0.793 6.335  0.421
H -2.566 0.990 5.513  0.428
H 0.193 1.887 4.572  0.397
H -1.079 2.961 5.139  0.272
H -0.877 2.944 1.344  -0.680
H 0.467 2.717 2.418  0.369
H -1.555 4.997 2.485  0.079
H 0.178 5.062 2.228  0.454
H -0.442 4.698 3.833  0.312
H -3.234 1.249 3.362  0.401
H -3.024 2.215 1.947  0.162
H -3.241 3.484 4.738  0.263
H -4.624 3.110 3.719  0.420
H -3.438 4.278 3.166  0.034
C 2.291 -1.923 -4.861  -1.540
C 3.108 -0.980 -3.988  0.063
N 4.181 -1.638 -3.259  0.102
C 4.768 -0.803 -2.218  -0.625
C 5.499 0.469 -2.654  -1.008
C 5.131 -2.396 -4.061  -0.692
C 5.884 -1.653 -5.168  -0.968
H 1.897 -2.759 -4.277  0.287
H 1.444 -1.386 -5.293  0.444
H 2.878 -2.325 -5.690  0.430
H 2.417 -0.535 -3.266  0.160
H 3.484 -0.156 -4.611  0.155
H 5.447 -1.410 -1.611  0.384
H 3.965 -0.511 -1.531  0.295
H 6.471 0.246 -3.095  0.236
H 5.685 1.100 -1.781  0.405
H 4.919 1.060 -3.363  0.266
H 4.597 -3.234 -4.520  0.381
H 5.860 -2.876 -3.400  0.358
H 5.231 -1.008 -5.758  0.255
H 6.330 -2.377 -5.856  0.370
H 6.700 -1.051 -4.770  0.270
C 2.086 -1.448 3.179  -1.132
C 2.974 -2.046 4.263  -0.353
N 3.856 -1.076 4.895  0.093
C 4.893 -1.688 5.715  -0.708
C 4.453 -2.474 6.951  -0.961
C 3.211 0.094 5.474  -0.757
C 2.141 -0.137 6.545  -0.854
H 2.680 -0.926 2.425  0.320
H 1.530 -2.242 2.676  0.436
H 1.353 -0.749 3.589  -0.015
H 3.587 -2.817 3.786  0.472
H 2.338 -2.562 4.997  0.237
H 5.609 -0.918 6.023  0.354
H 5.471 -2.364 5.074  0.422
H 4.133 -1.814 7.758  0.230
H 5.297 -3.056 7.334  0.396
H 3.648 -3.178 6.733  0.274
H 2.755 0.668 4.661  0.331
H 3.975 0.765 5.878  0.334
H 1.443 -0.932 6.275  0.211
H 1.555 0.776 6.676  0.354
H 2.581 -0.373 7.513  0.315

Properties
* F_max: 3.30 eV/Å
* Kohn-Sham gap: 8.44 eV
* LUMO: 0.5921 eV
* HOMO: -7.84 eV
* total charge: 0
* structure (SMILES): COCCC[PH3]CCCCCCCC[Si](C)(C)c1ccccc1.CCN(CC)CC.CCN(CC)CC.CCN(CC)CC